(1)
# C48H39N11RhS

C48H39N11RhS as an isolated structure (wB97M-V/def2-TZVPD, the OMol25 dataset).

```
100
Properties=species:S:1:pos:R:3:forces:R:3
Rh -0.523588 -1.092814 1.516966 -0.889 1.301 -2.446
C -3.198952 -7.051392 1.005101 -0.227 0.266 0.155
C -1.285166 -5.119192 0.574880 -0.703 0.010 0.242
H 1.861688 4.120726 -6.330560 -0.009 0.054 -0.179
N 0.767199 -3.860374 0.207110 0.328 -0.407 -0.168
C -5.076990 -1.399103 4.559924 0.007 0.055 0.056
N 1.001730 0.179391 -1.782565 -0.463 -0.513 -0.187
H 6.786929 -2.270848 0.278587 0.131 0.014 -0.007
H -0.478319 -0.178245 -1.232455 0.078 -0.051 0.052
N 1.232815 -1.582341 0.791323 0.782 -0.867 -0.111
N -2.180188 -0.646841 2.457209 -0.768 0.144 0.917
H -3.694741 2.230969 5.075736 0.023 0.107 0.047
H 4.029754 -1.226630 -3.659961 -0.011 -0.102 -0.111
H -2.641682 2.503485 -3.323582 -0.065 0.125 -0.087
H 2.163115 1.786128 -5.590121 0.099 -0.140 -0.207
C 3.889695 1.566370 -1.751832 0.048 0.146 0.017
C 5.226614 -3.679651 -0.102925 -0.136 -0.108 -0.108
C -0.604489 1.755358 2.303031 0.022 -0.285 0.031
H -6.391716 -0.918695 6.177864 -0.038 -0.018 -0.007
H -1.259129 4.596217 2.547900 -0.124 0.023 0.076
H -3.808754 3.016557 -0.960246 -0.017 0.085 -0.046
C -4.595103 0.777701 -2.082474 0.270 -0.035 0.198
C -3.146768 1.113555 -1.728778 0.058 0.522 -0.198
C -1.052571 -6.395981 0.090885 -0.064 -0.015 0.057
C -4.022190 -0.922074 3.796579 -0.017 0.744 0.376
C -4.083369 1.234406 4.937713 -0.044 -0.089 -0.010
C 1.545989 2.200263 -3.591370 -0.047 -0.544 -0.067
H -5.463073 -2.396101 4.411725 0.010 -0.094 0.026
C 3.005533 -2.892303 0.162204 0.659 0.548 0.073
C 5.199595 1.600900 -1.311034 -0.080 0.013 -0.006
H 3.481232 -4.905645 -0.405995 -0.062 -0.179 -0.022
H -4.630386 -0.039760 -2.798831 -0.048 -0.104 -0.127
H 1.437623 0.625224 -0.985587 0.280 0.248 -0.059
C -3.105409 2.235928 -0.684796 -0.021 -0.262 -0.093
N -1.189184 -2.905961 1.196310 -0.344 -1.033 0.184
H -5.134769 0.473341 -1.188754 -0.077 0.002 0.069
C 1.381865 1.194595 1.482557 -0.374 -0.249 0.012
C -2.420086 0.540351 3.089620 0.368 0.023 -0.586
H -4.362983 -5.514951 1.985463 -0.124 -0.011 0.070
H -2.514905 0.804641 -3.784023 -0.003 -0.074 -0.107
H 6.365569 -1.165273 -2.861663 0.095 -0.103 -0.014
H -5.507353 1.338642 6.525975 -0.086 0.040 -0.011
C -3.542865 0.395265 3.977385 -0.625 -0.703 0.064
C 0.085573 2.997804 2.042817 0.654 -0.110 -0.255
C -3.454165 -5.763273 1.461906 0.073 -0.127 0.012
H -0.143209 -6.627127 -0.442592 0.087 -0.044 0.007
C 1.179889 4.799232 -4.419035 -0.015 0.043 -0.073
H 5.518280 2.390628 -0.648473 0.052 0.074 0.089
C 1.639331 3.846431 -5.313287 0.057 0.081 -0.057
H -1.279471 1.540540 -2.759126 0.062 0.059 0.032
C 1.577605 -2.832958 0.356599 -0.708 0.371 0.119
C 3.508089 -1.617018 0.499835 0.007 -0.788 -0.266
C -0.285034 4.324719 2.174934 0.106 0.120 0.004
C 2.277583 3.608192 1.190097 0.015 0.130 -0.031
C 5.719781 -2.422991 0.233810 -0.047 0.280 0.132
H -2.122357 2.701008 -0.615364 0.142 0.093 0.023
C 1.082456 3.141911 -2.690804 -0.004 -0.129 0.137
H 2.595538 5.714199 1.052075 0.078 0.098 -0.040
C 0.642171 5.287396 1.804004 -0.326 -0.070 0.102
H -3.924291 -7.828852 1.188715 -0.082 -0.072 -0.027
H 5.243447 -0.399158 0.826190 0.044 0.047 0.011
C 0.905822 4.451266 -3.107191 0.025 -0.025 0.010
H -1.219019 0.927469 -0.222518 0.085 -0.182 0.025
C 1.898053 4.936273 1.319781 0.329 -0.219 -0.059
C -5.104096 0.728757 5.730424 0.184 0.176 -0.061
C -0.479858 -3.914409 0.597172 0.121 0.430 -0.008
C -2.026214 -7.359807 0.324945 0.354 0.085 -0.137
N -3.258748 -2.781932 2.387818 -0.486 0.008 0.405
C 6.093215 0.624071 -1.718188 0.028 -0.033 -0.080
C 3.495154 0.565692 -2.621473 -0.352 -0.262 -0.272
C 2.361467 -0.814258 0.839403 -0.311 0.800 0.180
C -5.596329 -0.560682 5.539337 -0.021 -0.215 -0.170
N -1.310854 -0.022507 -0.586449 0.259 -0.424 1.411
C 3.864282 -3.931298 -0.155507 -0.022 0.049 0.032
C -2.346561 1.516532 -2.978334 -0.175 -0.047 0.202
C -3.148262 -1.542634 2.825330 0.429 -0.359 -0.582
C 1.355899 2.641156 1.546039 -0.575 0.226 0.194
C -2.483062 -4.802362 1.246672 0.451 -0.309 -0.390
H 3.190537 2.318366 -1.417751 -0.042 0.088 -0.033
H -1.858620 -8.371582 -0.016503 -0.033 -0.030 -0.031
C 4.368209 -0.431949 -3.013548 0.013 0.031 -0.029
C 4.869838 -1.369731 0.538626 -0.063 -0.082 0.054
H -2.666370 -0.911364 -1.760991 0.254 0.020 0.132
C 1.820121 2.539620 -4.901524 -0.021 0.003 0.025
H 3.252815 3.323911 0.827991 0.152 0.025 -0.044
N -1.766088 1.666533 2.892104 -0.378 0.223 0.418
H -5.094881 1.638647 -2.519468 0.031 0.057 -0.069
N 0.186581 0.704119 1.918591 0.245 0.881 -0.119
H 0.866664 2.861721 -1.668781 -0.070 -0.080 0.130
H 0.561114 5.200959 -2.411127 -0.062 0.029 0.091
H 5.922406 -4.477486 -0.310704 0.066 -0.087 -0.060
C 5.675002 -0.396208 -2.555292 0.089 0.000 -0.108
C -2.383498 -3.409209 1.640452 0.334 0.509 -0.182
N -2.577240 -0.109429 -1.146435 -0.032 -0.846 0.656
H -3.385510 1.852661 0.293891 -0.088 -0.002 0.156
H 1.023938 5.812953 -4.751806 0.017 0.134 -0.020
N 2.403625 0.486916 1.061614 0.614 -0.373 0.023
H 7.112674 0.649675 -1.366069 0.132 0.004 0.007
H 0.388935 6.330865 1.898397 -0.043 0.141 0.000
S 1.765427 0.442170 -3.135727 0.578 1.109 0.621
```
Forces are in eV/Å.

Output
Lowest unoccupied orbital energy (spin up / spin down) ... -4.76 / -4.87 eV
Orbital gap (spin up / spin down) ... 0.1468 / 0.1417 Ha
Highest occupied orbital energy (spin up / spin down) ... -8.75 / -8.72 eV
Total charge ... +1

***

(2)
# C6H7F3N2

One molecule with the formula C6H7F3N2 (wB97M-V/def2-TZVPD, the OMol25 dataset).

```
18
Properties=species:S:1:pos:R:3:forces:R:3
F -1.480511 1.362095 -0.712134 0.175 0.107 -0.014
N 0.062404 0.338888 1.404819 -0.065 -0.081 0.608
F -2.220438 -0.600310 -1.192013 0.071 -0.253 -0.139
C -0.366933 -0.522932 0.330985 -0.197 0.120 -0.631
F -2.610175 0.245141 0.742236 0.046 -0.016 0.188
C 0.624882 -0.681497 -0.839244 -0.107 0.052 0.261
H -1.094287 -1.710663 1.802616 -0.045 0.055 -0.044
H 0.082398 -0.939294 -1.750920 0.059 -0.050 0.019
H -1.258697 -2.363991 0.292450 0.030 -0.024 0.018
C 1.588082 1.459113 -0.094327 0.130 -0.166 -0.670
H 1.282289 -1.525265 -0.602081 -0.057 0.023 -0.044
C -1.671907 0.136609 -0.204865 -0.212 -0.007 0.062
H 2.196717 2.340016 -0.214599 0.119 0.074 -0.065
N -0.653995 -1.819856 0.896655 -0.038 -0.128 0.071
H 1.167726 1.881760 2.012312 0.099 0.142 0.115
C 1.456118 0.541173 -1.051856 0.080 0.170 0.125
C 0.918547 1.242662 1.174610 -0.195 -0.156 0.201
H 1.977783 0.616348 -1.994638 0.107 0.139 -0.063
```
Forces are in eV/Å.

Output
Lowest unoccupied orbital energy ... 0.29 eV
SMILES ... N[C@]1(C(F)(F)F)CC=CC=N1
Orbital gap ... 0.3643 Ha
Highest occupied orbital energy ... -9.63 eV

***

(3)
# C3H4FN

A 2-piece molecular cluster, C3H4FN overall (wB97M-V/def2-TZVPD, the OMol25 dataset).

```
9
Properties=species:S:1:pos:R:3:forces:R:3
C 0.030002 0.736980 0.417268 -2.240 6.174 6.270
F -0.273060 -1.019962 -1.120097 -0.541 0.267 1.242
C 0.487545 -0.152620 -0.381369 7.569 -9.026 -9.017
H -3.276293 -0.680696 -0.638908 0.258 -0.853 -0.962
C -3.716219 -0.020252 0.030528 0.545 -0.456 -0.370
N -4.005890 0.714234 0.839118 -0.768 1.281 1.305
H 0.618819 1.087539 1.197774 0.420 0.358 1.681
H 1.553113 -0.465305 -0.447501 -1.021 0.361 -0.130
H -0.935667 0.915682 0.318164 -4.222 1.895 -0.019
```
Forces are in eV/Å.

Output
Lowest unoccupied orbital energy (spin up / spin down) ... 1.01 / -2.56 eV
Multiplicity ... 3
Orbital gap (spin up / spin down) ... 0.2445 / 0.3800 Ha
Highest occupied orbital energy (spin up / spin down) ... -5.65 / -12.90 eV
Expectation value of S² ... 2.005

***

(4)
# C5H9BrN

C5H9BrN as an isolated structure (wB97M-V/def2-TZVPD, the OMol25 dataset).

```
16
Properties=species:S:1:pos:R:3:forces:R:3
H 0.717204 2.057696 0.811154 -0.013 0.007 1.272
N 0.795120 -0.123581 0.836285 0.482 -0.045 1.041
H -1.178548 -1.327381 -1.854182 0.372 0.171 2.611
Br -3.445896 0.093407 0.012424 0.846 -0.030 -0.223
H -2.019876 -1.377830 1.330019 1.278 0.621 -1.370
C 1.014053 1.230236 0.205269 -1.852 0.950 -1.340
C -1.767995 -0.826851 0.366272 -0.791 -0.013 1.041
C -0.402680 -0.217588 -0.029894 -2.879 -1.350 -0.059
H 1.959945 1.453907 -0.139284 2.075 -0.124 -0.871
H 0.176603 0.877788 -1.808401 -0.024 -0.439 -0.377
H 1.519124 -0.920403 0.656663 -1.397 1.993 0.926
H 0.535570 0.144438 1.827040 0.749 -1.637 -0.966
C -0.922430 -1.414851 -0.701511 -0.646 -0.980 -2.790
H -0.856859 1.818858 -0.826719 -1.229 0.746 0.382
C -0.182750 1.014226 -0.801535 2.874 0.557 0.285
H -0.491517 -2.382810 -0.538626 0.156 -0.426 0.439
```
Forces are in eV/Å.

Output
Lowest unoccupied orbital energy ... -3.65 eV
Orbital gap ... 0.3724 Ha
Highest occupied orbital energy ... -13.78 eV
Total charge ... +1

***

Energy above the lowest of the compared OMol25 structures with the same formula, charge and spin: 266.69, 0.00, 233.96, 112.74 (kJ/mol)
Molecular weight: 904.9, 164.1, 73.1, 163.0 (g mol⁻¹)
Max |F|: 2.91, 0.70, 14.83, 3.18 (eV/A)